Below is a structure of composition C29H43GeInN4S, with properties calculated with wB97M-V/def2-TZVPD.

Positions of all 79 atoms, in Å:
In1 0.502 -0.020 0.229
C1 1.845 -2.896 0.175
N1 1.086 -2.029 1.100
C2 1.887 -1.817 2.337
C3 -0.248 -2.540 1.445
C4 -0.525 -3.894 1.371
C5 -1.802 -4.358 1.651
C6 -2.795 -3.453 1.974
C7 -2.538 -2.092 2.043
C8 -1.254 -1.592 1.808
N2 -0.830 -0.252 1.815
C9 -1.525 0.925 2.101
C10 -2.765 1.060 2.733
C11 -3.355 2.306 2.877
C12 -2.747 3.453 2.398
C13 -1.479 3.365 1.839
C14 -0.857 2.134 1.733
N3 0.517 2.016 1.249
C15 0.979 3.162 0.442
C16 1.434 1.862 2.416
H1 2.152 -3.821 0.664
H2 1.233 -3.141 -0.691
H3 2.747 -2.371 -0.140
H4 2.181 -2.781 2.756
H5 2.789 -1.248 2.100
H6 1.284 -1.278 3.064
H7 0.248 -4.599 1.102
H8 -2.014 -5.417 1.606
H9 -3.799 -3.803 2.175
H10 -3.359 -1.435 2.256
H11 -3.261 0.209 3.162
H12 -4.312 2.374 3.379
H13 -3.231 4.415 2.495
H14 -0.974 4.267 1.523
H15 1.026 4.072 1.041
H16 1.982 2.956 0.072
H17 0.306 3.330 -0.401
H18 1.544 2.820 2.926
H19 1.020 1.132 3.106
H20 2.420 1.536 2.073
S1 -0.109 -0.667 -2.184
C17 1.581 -0.122 -2.398
C18 2.277 -0.228 -3.587
C19 3.612 0.157 -3.599
C20 4.206 0.632 -2.438
C21 3.447 0.711 -1.287
N4 2.158 0.345 -1.269
H21 1.792 -0.613 -4.472
H22 4.187 0.080 -4.513
H23 5.244 0.932 -2.418
H24 3.865 1.078 -0.358
C22 -1.607 4.832 -1.543
C23 -0.588 4.900 -2.674
C24 -0.826 3.893 -3.797
C25 -0.329 2.477 -3.478
Ge1 -1.399 1.372 -2.285
C26 -3.062 0.623 -2.955
C27 -4.214 1.622 -3.162
C28 -5.057 1.849 -1.911
C29 -4.291 2.415 -0.721
H25 -1.366 5.539 -0.748
H26 -1.678 3.840 -1.080
H27 -2.605 5.086 -1.906
H28 0.430 4.773 -2.286
H29 -0.609 5.903 -3.102
H30 -0.299 4.220 -4.695
H31 -1.885 3.879 -4.069
H32 0.690 2.529 -3.079
H33 -0.266 1.890 -4.400
H34 -1.328 1.713 -0.782
H35 -3.378 -0.188 -2.293
H36 -2.769 0.156 -3.900
H37 -4.855 1.226 -3.951
H38 -3.837 2.577 -3.542
H39 -5.529 0.904 -1.629
H40 -5.874 2.524 -2.171
H41 -3.578 1.700 -0.300
H42 -4.969 2.682 0.090
H43 -3.744 3.324 -0.992

The value obtained for the max |F| is 0.42 eV/A. The value obtained for the relative energy (zero: lowest compared OMol25 entry of this formula, charge and spin) is 0.000 eV. Its spin multiplicity is 1. The calculation puts the total energy at -4014.61888 Eh. Its HOMO-LUMO gap is 6.529 eV. The charge is +2.